No. 1
Formula: C46H47N3O3P
Source: the OMol25 dataset
Level of theory: ωB97M-V/def2-TZVPD

Last column: Löwdin charge in e.
Element x y z (Å)
H (-5.10342, 0.13353, 2.27356)  0.1567
C (-1.40356, -1.28649, -1.35997)  -0.3511
H (9.53911, 3.90781, 2.91564)  0.1110
C (9.08693, -1.98668, 1.86514)  -0.0697
C (-3.64190, -4.50468, 1.76433)  -0.0874
C (4.30540, -1.76494, 2.98615)  -0.5711
H (5.40236, -0.16050, 5.65532)  0.1145
C (9.14442, 2.21625, 4.20529)  -0.0611
C (9.07027, 2.92851, 3.00592)  -0.0610
C (5.23943, -0.69010, 2.64937)  -0.1894
O (3.02020, -1.35263, 3.18811)  -0.0436
C (6.15961, -0.87694, 5.98149)  -0.0789
H (9.44600, -0.95767, 1.91802)  0.1020
H (-2.80173, 1.12548, 1.77688)  0.1247
C (7.80994, -2.30777, 2.36020)  -0.2869
C (-4.95253, -4.10535, 2.08991)  -0.0823
H (8.29764, 2.94407, 0.98159)  0.0910
C (-5.27586, -2.74797, 2.21438)  -0.0188
H (0.32408, -1.89686, 3.20319)  0.0393
H (8.85469, -3.41967, 7.15646)  0.1110
C (7.81050, 0.44412, 3.23741)  -0.2995
H (-0.29903, -1.96785, 1.34891)  0.1131
C (6.74596, 2.41056, -1.21790)  -0.0737
C (7.13249, 1.69842, -2.36407)  -0.0499
C (1.21057, 0.05437, -3.01928)  0.0163
H (1.24757, -3.33139, -2.26969)  0.1067
H (10.09397, -5.07698, 0.84309)  0.1086
N (-0.59714, -1.50282, -2.44239)  -0.0425
C (7.31877, -2.02665, 7.77697)  -0.0676
C (4.21469, 0.03142, 0.24351)  0.0233
H (-6.28014, -2.39703, 2.44524)  0.1111
C (8.49556, 0.98659, 4.33696)  -0.0461
O (-2.58714, -1.61150, -1.28100)  0.1063
C (5.82616, -0.20206, -1.62662)  -0.0223
H (0.47658, 0.85227, -2.84255)  0.1025
H (-5.71666, -4.86515, 2.24018)  0.1018
C (5.33269, 0.54012, -0.52030)  -0.2253
H (3.37867, -0.84569, -1.51842)  0.0760
H (4.89815, 0.29313, 3.00268)  0.0843
H (-0.20193, -0.22733, 1.75268)  0.1219
N (0.81116, -0.95472, -0.77023)  0.0509
H (7.77513, -5.63509, 1.59187)  0.1107
C (-2.62262, -3.56368, 1.58280)  -0.0302
C (9.90236, -2.98320, 1.32715)  -0.0713
H (-1.59800, -3.84753, 1.32059)  0.1088
C (8.38312, 2.38916, 1.91397)  -0.0613
H (-3.41545, -5.56615, 1.65048)  0.1003
H (-2.22473, -2.03660, -3.60719)  0.1017
H (5.75458, -0.56168, 8.07328)  0.1097
C (7.90849, -2.47702, 5.46680)  -0.0593
C (-4.26480, -1.81870, 2.04452)  -0.1974
C (-2.17141, -1.00112, 1.56722)  -0.1927
H (0.41247, -2.69835, 4.77311)  0.0933
H (7.13759, 3.41059, -1.03807)  0.1102
C (2.31814, -2.38936, 3.90404)  -0.2354
C (3.18878, -0.58518, -0.47689)  -0.0486
C (1.89641, -0.73652, 0.00619)  0.0411
H (3.96311, 0.44699, 1.21883)  0.0985
H (5.62579, 2.34530, 0.62754)  0.1257
H (1.69787, -2.45151, -3.75470)  0.0976
H (10.90122, -2.71697, 0.97988)  0.1095
C (-2.93420, -2.21637, 1.73066)  -0.1460
H (2.80416, -2.55609, 4.87578)  0.1325
H (2.19864, 0.41580, -2.71569)  0.0812
C (5.88954, 1.82367, -0.29197)  -0.0519
C (9.44534, -4.30088, 1.24573)  -0.0696
H (8.51519, -3.01658, 4.73622)  0.1087
C (6.35657, -1.10877, 7.34574)  -0.0714
H (7.01116, -0.18238, -3.43108)  0.1148
H (7.46168, -2.21285, 8.84261)  0.1109
C (1.67886, -2.40099, -2.65884)  0.0133
H (8.51301, 0.45522, 5.28988)  0.1090
C (-0.52571, -0.60303, -0.31346)  -0.1438
H (2.70800, -2.33191, -2.30450)  0.0686
P (6.83816, -1.07908, 3.27297)  1.0719
C (0.81467, -1.20246, -2.23006)  -0.4549
C (0.90105, -1.94980, 4.13496)  -0.0588
C (-3.02091, 0.06456, 1.81054)  -0.0285
C (6.67452, 0.38732, -2.55841)  -0.0594
H (1.70866, -0.56367, 1.06850)  0.1342
C (8.09555, -2.70627, 6.83314)  -0.0634
C (6.95180, -1.54546, 5.02853)  -0.2988
C (7.33707, -3.62134, 2.20875)  -0.0701
H (-0.73520, -2.96544, -3.94495)  0.0971
H (-0.71272, 0.49222, -0.40906)  0.1832
C (7.80005, 1.12794, 2.01993)  -0.1044
H (-0.88066, -1.27789, -4.50695)  0.0976
C (-1.13670, -1.97350, -3.69646)  -0.0035
H (7.28899, 0.66543, 1.17216)  0.0884
H (5.51055, -1.24461, -1.75142)  0.1240
H (9.69415, 2.62208, 5.05455)  0.1122
H (6.32301, -3.85700, 2.52078)  0.0886
O (4.58975, -2.96588, 3.14377)  0.0006
H (7.81676, 2.15645, -3.08119)  0.1140
C (-0.74631, -0.97996, 1.15528)  -0.1125
H (1.23355, -0.18308, -4.09196)  0.0943
C (8.15173, -4.61602, 1.67240)  -0.0631
H (0.85263, -0.97631, 4.64104)  0.0902
H (2.34639, -3.32186, 3.33216)  0.1256
N (-4.28502, -0.42794, 2.07746)  0.0836

Computed properties:
frontier orbital gap: 5.51 eV
largest force on an atom: 2.24 eV Å⁻¹
total charge: +1
lowest unoccupied orbital energy: -4.1 eV

No. 2
Formula: C33H24F12N4O6SV
Source: the OMol25 dataset
Level of theory: ωB97M-V/def2-TZVPD

Last column: Mulliken spin population.
Element x y z (Å)
S (0.22837, 3.15666, 0.33132)  -0.0198
H (1.62194, -4.37494, 3.11277)  0.0000
C (4.10342, 0.95899, 1.55727)  -0.0041
F (0.77726, 3.12215, 2.12042)  0.0037
C (2.79661, -1.15912, 1.27605)  0.0131
H (-3.34586, 1.59229, 6.31059)  0.0000
C (-2.68822, 2.80215, -4.17922)  0.0006
H (-2.57968, 2.67071, -5.25437)  -0.0002
H (-2.96666, -4.32090, -4.27940)  0.0311
F (-4.06895, 2.46483, 1.98725)  -0.0002
C (-1.94683, 1.59064, 3.86323)  -0.0036
H (1.83395, 0.47274, -4.68584)  0.0001
N (0.80217, 2.23263, -2.05412)  0.0014
C (1.97300, -3.47385, 2.61991)  0.0009
C (1.92354, 0.80074, -3.65345)  -0.0001
C (-1.50218, 3.07779, 1.03415)  -0.0006
H (4.05685, -5.17003, 3.05342)  0.0001
H (0.13795, -2.42898, 2.92980)  0.0003
C (0.23944, -0.00287, 4.18602)  -0.0016
H (-1.33700, -4.07628, -2.40299)  0.0045
H (-2.20556, 2.93219, 6.38678)  0.0002
H (1.91734, -0.07004, -2.99075)  0.0020
C (4.30704, -0.30442, -0.63744)  -0.0018
C (-1.54516, 1.28434, 5.15578)  0.0033
H (1.13260, -0.59564, 4.32467)  0.0005
C (-0.26875, 2.87905, -1.48765)  0.0162
F (-2.36476, 3.60127, 0.12881)  0.0012
C (-3.24333, -2.20710, -4.51182)  -0.0031
H (2.86707, 1.32812, -3.50734)  0.0000
C (-2.02170, -0.81941, -2.96155)  -0.0435
C (1.52326, -1.19544, 1.88588)  -0.0659
C (3.62052, -2.28013, 1.39862)  0.0129
N (-1.33868, 3.10468, -2.22173)  0.0011
F (4.56886, 0.77507, -1.40981)  0.0003
C (-2.68449, -3.35052, -3.89925)  0.1151
H (4.61053, -2.25990, 0.96690)  0.0005
H (-3.39853, -0.07458, -4.44663)  0.0180
F (3.29655, 1.32337, 2.55231)  -0.0011
O (0.08182, -2.77319, -0.74587)  0.0309
C (1.14027, -2.38401, 2.52536)  0.0066
H (-1.79997, 0.14525, -2.53285)  -0.0100
N (-4.09415, -2.32604, -5.59548)  0.1941
C (-1.87250, 1.56281, 1.34262)  0.0175
O (-4.38383, -3.48667, -6.03596)  0.2194
O (-4.55915, -1.26605, -6.13499)  0.2072
H (5.20431, -4.33040, 2.00430)  0.0000
F (5.52229, -0.78434, -0.27850)  -0.0001
C (-0.16755, 0.28893, 2.87456)  0.0202
F (-3.84139, 0.30836, 1.90538)  0.0000
F (3.73861, -1.22349, -1.42795)  0.0005
C (-2.28249, 1.84220, 6.34475)  0.0000
F (5.15712, 0.30828, 2.11329)  0.0000
C (-0.33045, -1.81952, -1.38430)  0.0431
C (-2.91805, -0.93264, -4.00013)  0.1117
C (-0.42934, 0.47307, 5.29558)  -0.0001
H (1.64969, 2.09690, -1.48408)  -0.0168
C (-1.79141, -3.20677, -2.86191)  -0.0373
C (4.16035, -4.63097, 2.10931)  0.0003
C (3.24457, -3.43686, 2.05832)  -0.0004
C (-1.41116, -1.94120, -2.39123)  0.1275
H (-3.40296, 2.05857, -3.81657)  0.0012
F (-1.58776, 3.88829, 2.10435)  0.0010
H (-0.48759, 1.35026, -4.96901)  0.0090
C (-1.40535, 2.58976, -3.45056)  -0.0098
O (-1.46604, 0.81687, 0.28562)  -0.0171
H (-3.08930, 3.78579, -3.94218)  0.0003
F (-3.92082, 1.45958, 0.08503)  0.0010
H (-0.05973, 0.22211, 6.28559)  -0.0002
H (-2.80084, 2.24454, 3.75036)  0.0002
N (0.60012, -0.14788, 1.80146)  -0.0101
V (0.48033, 0.66001, 0.09247)  1.9659
H (3.93625, -5.33491, 1.30289)  0.0000
O (2.40212, 0.87532, -0.07806)  0.0102
C (-3.43519, 1.45368, 1.32906)  -0.0001
C (-0.37329, 1.83094, -4.00884)  0.0004
C (3.33789, 0.08407, 0.52541)  0.0308
H (-1.87546, 1.44394, 7.27611)  0.0001
C (-1.31111, 1.12169, 2.71876)  -0.0191
O (0.24448, -0.62049, -1.31567)  0.0308
F (4.59900, 2.07882, 0.99644)  -0.0005
C (0.76572, 1.64915, -3.27147)  0.0103

Computed properties:
frontier orbital gap (spin up / spin down): 3.96 / 6.21 eV
multiplicity: 4
largest force on an atom: 0.94 eV Å⁻¹
total charge: -2
lowest unoccupied orbital energy (spin up / spin down): 3.6 / 3.6 eV

No. 3
Formula: C3H7NOS2
Source: the OMol25 dataset
Level of theory: ωB97M-V/def2-TZVPD

Last column: natural (NBO) charge in e.
Element x y z (Å)
C (-1.84601, 0.24610, 0.67290)  -0.6333
H (-2.81732, 0.40542, 0.27537)  0.2147
C (0.76479, 0.09005, 0.42796)  0.7065
S (3.34239, -0.60487, 0.30975)  0.2077
C (-0.78203, -0.43816, -0.28416)  -0.3961
H (-1.29550, 1.53903, -1.40699)  0.1230
H (1.29772, -1.42532, -0.58235)  0.3938
H (3.79165, 0.05747, -0.80755)  0.1131
O (0.79342, 0.88899, 1.30600)  -0.5784
H (-1.36697, 1.17027, 0.87094)  0.2351
H (-2.15387, -0.22207, 1.56173)  0.2229
S (-0.88296, 0.41011, -1.90992)  -0.0266
N (1.70925, -0.68214, -0.11034)  -0.7808
H (-0.55454, -1.43487, -0.32334)  0.1985

Computed properties:
frontier orbital gap: 9.31 eV
largest force on an atom: 5.95 eV Å⁻¹
lowest unoccupied orbital energy: 0.5 eV

No. 4
Formula: C4H6ClN2
Source: the OMol25 dataset
Level of theory: ωB97M-V/def2-TZVPD

Last column: natural (NBO) charge in e.
Element x y z (Å)
H (0.05250, 1.35810, 1.72370)  0.2218
H (-0.80130, 1.67061, -2.41131)  0.2671
C (0.60746, -2.10487, 1.10386)  -0.0879
N (-0.13656, -0.17003, 0.26707)  -0.4122
Cl (0.39751, -3.36559, 0.05559)  0.2490
C (-0.20618, -0.04738, -1.10046)  -0.0949
C (-0.13112, 1.07645, 0.76449)  0.1762
H (-0.28457, -1.75871, 1.72471)  0.2662
H (-0.15455, 2.97919, -0.23599)  0.4564
N (-0.28636, 1.96293, -0.26318)  -0.4706
H (-0.12411, -0.93219, -1.80356)  0.2449
C (-0.50210, 1.30336, -1.36778)  -0.0523
H (1.56939, -1.97187, 1.54287)  0.2362

Computed properties:
frontier orbital gap: 7.48 eV
largest force on an atom: 5.94 eV Å⁻¹
total charge: +1
lowest unoccupied orbital energy: -5.8 eV

No. 5
Formula: C5H9NO
Source: the OMol25 dataset
Level of theory: ωB97M-V/def2-TZVPD

Last column: natural (NBO) charge in e.
Element x y z (Å)
H (1.43938, -1.72403, 0.11217)  0.1803
C (-2.29112, -1.26209, -0.41212)  -0.6988
N (-1.20494, 0.89763, -0.06201)  -0.2797
H (-3.21379, -0.92126, 0.05754)  0.2058
C (-0.86708, 2.09397, 0.17418)  -0.2928
H (2.12702, 0.25380, -1.27269)  0.1802
H (-2.49870, -1.55050, -1.43885)  0.2450
C (1.86843, -0.86481, 0.60583)  -0.1090
C (2.26347, 0.28858, -0.19961)  -0.1088
H (-1.04901, 2.85427, -0.56427)  0.1926
C (-1.22545, -0.24864, -0.43278)  0.1976
O (3.20786, -0.60130, 0.32033)  -0.4939
H (2.25126, 1.27604, 0.24288)  0.1748
H (1.56874, -0.71020, 1.63869)  0.1729
H (-1.92598, -2.14630, 0.10361)  0.2413
H (-0.45010, 2.36483, 1.12709)  0.1923

Computed properties:
frontier orbital gap: 8.43 eV
largest force on an atom: 1.52 eV Å⁻¹
lowest unoccupied orbital energy: 0.7 eV

No. 6
Formula: C9H13N5O4
Source: the OMol25 dataset
Level of theory: ωB97M-V/def2-TZVPD

Last column: natural (NBO) charge in e.
Element x y z (Å)
H (0.95168, 4.42132, 1.95456)  0.2110
O (-3.61428, -0.41011, 1.99030)  -0.3755
H (-1.73838, 2.33092, 3.52583)  0.2204
H (-0.42993, 2.26647, 4.72774)  0.2211
H (-0.73530, 0.85657, 3.68966)  0.2152
C (-0.48594, 0.22700, 0.30276)  0.0169
N (2.26462, -1.98686, 1.07872)  -0.1059
C (-1.25109, -1.72882, 1.60815)  0.1363
H (-0.75330, 4.40527, 2.47257)  0.2142
C (-0.72674, 1.95360, 3.71880)  -0.6206
C (0.25170, 4.03199, 2.70177)  -0.6160
H (-1.12883, 2.28316, 1.16938)  0.4168
N (1.96531, 0.02161, -0.04572)  0.4335
N (-0.05114, -2.31433, 1.63288)  -0.4582
C (0.71198, -0.50019, 0.22635)  -0.0757
N (-0.15125, 2.02201, 1.36580)  -0.7594
H (0.54525, 4.41506, 3.68555)  0.2193
H (1.95545, 2.26439, 4.00565)  0.2214
O (-2.89750, 1.42247, 1.00095)  -0.4483
H (0.48461, 2.36923, 0.64194)  0.3887
N (-2.73794, 0.21324, 1.35618)  0.5098
C (0.92801, -1.70915, 0.96106)  0.2995
H (1.66397, 0.87001, 2.94579)  0.2144
C (0.26294, 2.50240, 2.70034)  0.1050
O (2.90926, -0.88061, 0.47694)  -0.1482
H (-0.70963, 0.92169, -0.50717)  0.2502
H (2.39138, 2.36070, 2.28071)  0.2165
C (-1.51310, -0.45669, 1.02604)  -0.1313
C (1.65594, 1.96602, 2.99209)  -0.6189
H (-2.07355, -2.24224, 2.11361)  0.2365
O (2.31769, 1.09659, -0.51036)  -0.3886

Computed properties:
frontier orbital gap: 7.33 eV
largest force on an atom: 2.91 eV Å⁻¹
lowest unoccupied orbital energy: -1.6 eV